[1]
{"formula": "C35H83ClN3O12P2", "method": "the ωB97M-V functional and the def2-TZVPD basis", "species": ["C", "C", "O", "C", "O", "C", "O", "C", "C", "C", "P", "N", "N", "C", "C", "C", "N", "C", "P", "O", "Cl", "H", "H", "H", "H", "H", "H", "H", "H", "H", "H", "H", "H", "H", "H", "H", "H", "H", "H", "H", "C", "C", "C", "O", "H", "H", "H", "H", "H", "H", "H", "H", "C", "C", "C", "O", "H", "H", "H", "H", "H", "H", "H", "H", "C", "C", "C", "O", "H", "H", "H", "H", "H", "H", "H", "H", "C", "C", "C", "O", "H", "H", "H", "H", "H", "H", "H", "H", "C", "C", "C", "O", "H", "H", "H", "H", "H", "H", "H", "H", "C", "C", "C", "O", "H", "H", "H", "H", "H", "H", "H", "H", "C", "C", "C", "O", "H", "H", "H", "H", "H", "H", "H", "H", "C", "C", "C", "O", "H", "H", "H", "H", "H", "H", "H", "H"], "xyz": [[-1.41, -1.54, -2.21], [-0.86, -2.93, -2.59], [-1.84, -3.73, -3.22], [0.36, -2.77, -3.50], [1.43, -3.71, -3.24], [2.39, -3.28, -2.42], [3.56, -3.56, -2.51], [1.99, -2.35, -1.26], [2.15, -1.00, -1.52], [1.80, -0.13, -0.57], [1.95, 1.69, -0.85], [0.66, 2.42, -0.33], [1.32, -0.58, 0.59], [1.16, -1.86, 0.89], [0.58, -2.10, 2.26], [1.36, -3.10, 3.20], [0.52, -4.28, 3.49], [1.52, -2.82, -0.04], [1.35, -4.64, 0.41], [2.93, -5.05, 0.57], [0.78, -5.71, -1.24], [-2.34, -1.69, -1.67], [-0.70, -1.12, -1.50], [-1.56, -0.89, -3.08], [-0.62, -3.41, -1.64], [-2.65, -3.66, -2.71], [0.68, -1.73, -3.51], [0.01, -2.99, -4.50], [2.52, -0.61, -2.46], [2.13, 1.93, -2.23], [3.06, 2.22, -0.16], [-0.03, 1.79, 0.06], [1.07, 0.12, 1.28], [0.54, -1.14, 2.79], [-0.46, -2.39, 2.14], [2.24, -3.47, 2.68], [1.60, -2.67, 4.16], [-0.14, -4.03, 4.22], [-0.06, -4.49, 2.70], [3.44, -4.27, 0.81], [2.00, -3.38, 8.52], [1.39, -4.19, 7.39], [1.83, -5.64, 7.44], [1.76, -3.61, 6.13], [3.09, -3.39, 8.45], [1.68, -2.34, 8.47], [1.71, -3.79, 9.50], [0.30, -4.13, 7.45], [2.92, -5.71, 7.33], [1.39, -6.20, 6.61], [1.54, -6.11, 8.38], [2.72, -3.66, 6.07], [1.58, 0.99, -6.85], [0.56, 0.04, -6.24], [0.29, -1.15, -7.15], [-0.66, 0.74, -6.00], [1.23, 1.38, -7.80], [1.76, 1.84, -6.19], [2.54, 0.48, -7.02], [0.91, -0.31, -5.27], [-0.11, -0.81, -8.12], [-0.45, -1.81, -6.71], [1.20, -1.72, -7.34], [-0.99, 1.06, -6.85], [-3.51, 4.41, -5.75], [-4.09, 3.76, -6.99], [-5.33, 2.94, -6.66], [-3.11, 2.93, -7.62], [-3.20, 3.65, -5.03], [-2.62, 4.99, -6.00], [-4.24, 5.07, -5.27], [-4.36, 4.53, -7.72], [-5.07, 2.13, -5.96], [-5.73, 2.47, -7.55], [-6.10, 3.56, -6.20], [-2.88, 2.24, -6.98], [5.99, -2.15, 8.80], [6.70, -3.21, 7.99], [7.99, -2.68, 7.38], [5.84, -3.68, 6.94], [5.71, -1.30, 8.16], [5.06, -2.55, 9.22], [6.61, -1.78, 9.61], [6.93, -4.07, 8.62], [7.78, -1.84, 6.70], [8.49, -3.45, 6.79], [8.68, -2.33, 8.15], [5.64, -2.93, 6.38], [-7.82, 8.24, -4.92], [-6.33, 7.98, -4.81], [-5.53, 9.01, -5.59], [-6.03, 6.67, -5.28], [-8.15, 8.17, -5.96], [-8.39, 7.50, -4.36], [-8.08, 9.23, -4.54], [-6.03, 8.01, -3.76], [-5.78, 8.96, -6.66], [-4.46, 8.81, -5.51], [-5.72, 10.02, -5.24], [-6.29, 6.63, -6.21], [6.04, 4.18, -4.46], [4.97, 3.27, -3.89], [4.69, 2.09, -4.81], [3.77, 4.02, -3.67], [5.72, 4.59, -5.42], [6.23, 5.02, -3.79], [6.98, 3.64, -4.61], [5.28, 2.90, -2.91], [4.33, 2.45, -5.78], [3.90, 1.45, -4.39], [5.58, 1.49, -4.97], [3.47, 4.36, -4.53], [-5.72, -0.45, 0.18], [-4.54, -1.19, 0.78], [-4.75, -1.45, 2.27], [-3.34, -0.43, 0.59], [-5.85, 0.53, 0.67], [-5.56, -0.26, -0.88], [-6.64, -1.01, 0.30], [-4.40, -2.14, 0.26], [-4.84, -0.51, 2.81], [-3.89, -1.98, 2.69], [-5.64, -2.05, 2.44], [-3.45, 0.41, 1.04], [-2.61, 0.03, 8.23], [-1.10, -0.05, 8.03], [-0.74, -0.44, 6.61], [-0.54, -1.00, 8.94], [-3.07, -0.94, 8.04], [-2.85, 0.30, 9.26], [-3.05, 0.77, 7.56], [-0.65, 0.91, 8.27], [-1.15, -1.43, 6.36], [0.34, -0.50, 6.48], [-1.14, 0.28, 5.89], [-0.93, -1.86, 8.74]], "charge": 1, "multiplicity": 1, "homo_ev": -11.50}

[2]
{"formula": "C35H84ClN3O19S", "method": "the ωB97M-V functional and the def2-TZVPD basis", "species": ["O", "S", "O", "O", "C", "C", "C", "C", "C", "N", "C", "C", "C", "C", "C", "C", "C", "Cl", "C", "C", "C", "C", "C", "C", "N", "C", "N", "H", "H", "H", "H", "H", "H", "H", "H", "H", "H", "H", "H", "H", "H", "H", "H", "H", "H", "H", "H", "C", "O", "H", "H", "H", "H", "C", "O", "H", "H", "H", "H", "C", "O", "H", "H", "H", "H", "C", "O", "H", "H", "H", "H", "C", "O", "H", "H", "H", "H", "C", "O", "H", "H", "H", "H", "C", "O", "H", "H", "H", "H", "C", "O", "H", "H", "H", "H", "C", "O", "H", "H", "H", "H", "C", "O", "H", "H", "H", "H", "C", "O", "H", "H", "H", "H", "C", "O", "H", "H", "H", "H", "C", "O", "H", "H", "H", "H", "C", "O", "H", "H", "H", "H", "C", "O", "H", "H", "H", "H", "C", "O", "H", "H", "H", "H"], "xyz": [[-0.98, 2.23, 7.05], [-0.25, 2.06, 5.70], [1.32, 2.12, 5.81], [-0.58, 0.53, 4.96], [-0.79, 3.35, 4.39], [-2.40, 3.66, 4.52], [-2.92, 4.88, 3.49], [-2.36, 4.42, 1.99], [-1.54, 5.46, 1.05], [-0.94, 5.18, -0.30], [-1.22, 3.75, -0.65], [-0.60, 3.21, -2.11], [-0.80, 1.68, -2.68], [-1.70, 0.60, -1.78], [-1.89, -0.93, -2.36], [-1.12, -2.07, -1.44], [0.50, -1.86, -1.74], [1.55, -3.13, -0.89], [-2.32, 1.13, -0.34], [-3.25, 0.11, 0.62], [-4.56, -0.48, -0.09], [-5.57, -1.43, 0.76], [-5.02, -1.62, 2.28], [-3.64, -0.94, 2.72], [-2.68, -0.07, 1.98], [-2.07, 2.67, 0.22], [-2.65, 3.01, 1.57], [-0.07, 0.60, 4.08], [-0.15, 4.35, 4.50], [-0.47, 2.88, 3.36], [-2.66, 4.00, 5.61], [-3.01, 2.66, 4.31], [-4.11, 4.77, 3.49], [-2.55, 5.94, 3.82], [-1.39, 6.57, 1.48], [0.01, 3.95, -2.80], [-0.32, 1.35, -3.72], [-1.43, -0.92, -3.46], [-3.04, -1.18, -2.52], [-1.45, -3.16, -1.74], [-1.27, -1.92, -0.28], [0.75, -0.76, -1.34], [0.68, -1.84, -2.90], [-4.80, -0.22, -1.21], [-6.55, -1.87, 0.29], [-5.64, -2.26, 3.06], [-3.30, -1.17, 3.84], [5.48, -5.08, -0.77], [5.15, -3.71, -0.66], [6.56, -5.18, -0.86], [5.14, -5.61, 0.13], [5.00, -5.50, -1.65], [4.18, -3.65, -0.58], [3.98, 3.93, 7.22], [3.65, 5.30, 7.32], [5.06, 3.83, 7.12], [3.64, 3.40, 8.11], [3.50, 3.50, 6.33], [2.68, 5.36, 7.40], [-5.04, 4.75, -1.05], [-5.06, 3.36, -1.30], [-5.70, 5.24, -1.77], [-5.40, 4.95, -0.04], [-4.03, 5.13, -1.18], [-4.46, 2.95, -0.64], [7.25, -8.02, -0.24], [6.11, -7.96, 0.60], [7.05, -7.46, -1.16], [8.10, -7.56, 0.28], [7.47, -9.06, -0.48], [6.32, -8.45, 1.41], [-6.64, 1.32, 4.99], [-5.61, 1.50, 4.04], [-6.53, 2.06, 5.79], [-7.61, 1.44, 4.51], [-6.56, 0.31, 5.42], [-5.74, 0.83, 3.35], [-7.10, 5.89, 4.08], [-6.08, 6.08, 3.12], [-6.99, 6.63, 4.87], [-8.08, 6.02, 3.60], [-7.02, 4.89, 4.51], [-6.20, 5.40, 2.43], [3.63, -1.27, -3.65], [3.61, -2.66, -3.89], [2.97, -0.78, -4.37], [3.27, -1.07, -2.63], [4.65, -0.89, -3.77], [4.21, -3.07, -3.24], [4.64, -4.26, -7.35], [4.93, -4.60, -6.00], [5.17, -4.94, -8.01], [3.57, -4.34, -7.52], [4.98, -3.24, -7.54], [4.45, -3.98, -5.44], [1.45, -5.49, -9.50], [2.37, -4.41, -9.53], [1.54, -6.01, -8.55], [0.43, -5.10, -9.61], [1.67, -6.18, -10.32], [2.27, -3.96, -10.39], [0.42, 3.45, 10.06], [0.99, 3.00, 8.84], [1.21, 3.55, 10.81], [-0.05, 4.42, 9.90], [-0.32, 2.73, 10.41], [0.27, 2.92, 8.20], [4.02, -9.91, 3.05], [4.59, -10.37, 1.83], [4.81, -9.81, 3.79], [3.55, -8.94, 2.88], [3.28, -10.64, 3.40], [3.87, -10.45, 1.19], [-0.95, 7.92, -3.16], [-1.70, 8.01, -1.97], [-1.09, 8.83, -3.75], [0.11, 7.81, -2.92], [-1.28, 7.05, -3.75], [-1.56, 7.18, -1.48], [-4.55, -2.84, -4.63], [-3.63, -1.77, -4.65], [-4.46, -3.37, -3.67], [-5.57, -2.45, -4.73], [-4.33, -3.53, -5.45], [-3.73, -1.32, -5.51], [-0.09, 7.28, -6.89], [0.21, 6.78, -5.60], [-1.11, 7.67, -6.89], [0.60, 8.09, -7.14], [0.00, 6.48, -7.63], [1.13, 6.45, -5.63], [5.43, -7.22, 6.17], [5.41, -8.61, 5.93], [4.77, -6.73, 5.45], [5.07, -7.02, 7.18], [6.45, -6.84, 6.05], [6.01, -9.02, 6.58], [2.51, -0.04, -7.23], [2.01, 0.73, -6.15], [1.74, -0.75, -7.54], [2.75, 0.62, -8.06], [3.40, -0.58, -6.91], [2.71, 1.35, -5.89]], "multiplicity": 1, "homo_ev": -8.53}

[3]
{"formula": "C35H84N6Si", "method": "the ωB97M-V functional and the def2-TZVPD basis", "species": ["H", "N", "C", "C", "Si", "C", "C", "C", "H", "H", "H", "H", "H", "H", "H", "H", "C", "C", "N", "C", "C", "C", "C", "H", "H", "H", "H", "H", "H", "H", "H", "H", "H", "H", "H", "H", "H", "H", "C", "C", "N", "C", "C", "C", "C", "H", "H", "H", "H", "H", "H", "H", "H", "H", "H", "H", "H", "H", "H", "H", "C", "C", "N", "C", "C", "C", "C", "H", "H", "H", "H", "H", "H", "H", "H", "H", "H", "H", "H", "H", "H", "H", "C", "C", "N", "C", "C", "C", "C", "H", "H", "H", "H", "H", "H", "H", "H", "H", "H", "H", "H", "H", "H", "H", "C", "C", "N", "C", "C", "C", "C", "H", "H", "H", "H", "H", "H", "H", "H", "H", "H", "H", "H", "H", "H", "H"], "xyz": [[1.52, -1.00, -2.01], [0.75, -1.60, -1.61], [1.13, -1.97, -0.39], [0.27, -2.90, 0.61], [-1.65, -2.66, 0.36], [-2.35, -2.34, 2.15], [-3.39, -1.09, 2.07], [-4.31, -0.17, 2.30], [2.16, -1.57, 0.00], [0.56, -2.57, 1.69], [0.58, -4.00, 0.48], [-1.97, -1.57, -0.57], [-2.21, -3.95, -0.10], [-2.91, -3.27, 2.58], [-1.45, -2.03, 2.82], [-5.07, 0.56, 2.80], [0.85, -2.56, -8.95], [-0.13, -2.74, -7.80], [0.45, -3.36, -6.61], [-0.56, -3.75, -5.62], [-1.39, -2.65, -4.96], [1.62, -2.69, -6.06], [1.48, -1.23, -5.63], [1.31, -3.51, -9.24], [0.33, -2.15, -9.82], [1.65, -1.85, -8.69], [-0.93, -3.40, -8.18], [-0.60, -1.78, -7.58], [-0.08, -4.34, -4.83], [-1.25, -4.45, -6.11], [-0.81, -2.11, -4.21], [-2.25, -3.09, -4.45], [-1.77, -1.93, -5.69], [2.43, -2.76, -6.79], [2.00, -3.27, -5.20], [0.92, -0.64, -6.35], [2.48, -0.78, -5.55], [1.01, -1.14, -4.65], [8.41, -2.44, -2.60], [7.08, -3.05, -3.00], [6.24, -3.45, -1.87], [5.08, -4.25, -2.28], [4.02, -3.58, -3.15], [5.95, -2.42, -0.88], [5.26, -1.14, -1.36], [8.99, -3.12, -1.97], [9.01, -2.23, -3.49], [8.29, -1.49, -2.06], [7.30, -3.94, -3.60], [6.56, -2.35, -3.67], [4.59, -4.65, -1.38], [5.45, -5.13, -2.81], [3.39, -2.91, -2.58], [3.36, -4.34, -3.58], [4.46, -3.03, -3.99], [6.90, -2.13, -0.41], [5.37, -2.85, -0.06], [5.66, -0.78, -2.31], [5.40, -0.35, -0.63], [4.18, -1.29, -1.47], [-1.76, -8.92, -3.91], [-1.00, -7.69, -3.43], [-0.82, -7.62, -1.98], [-0.32, -6.33, -1.52], [1.09, -5.91, -1.97], [-0.20, -8.78, -1.35], [1.20, -9.18, -1.83], [-2.75, -8.98, -3.44], [-1.91, -8.87, -4.99], [-1.21, -9.84, -3.70], [-1.58, -6.81, -3.75], [-0.04, -7.64, -3.96], [-0.36, -6.28, -0.43], [-1.02, -5.55, -1.86], [1.86, -6.44, -1.41], [1.23, -4.85, -1.78], [1.25, -6.07, -3.04], [-0.86, -9.64, -1.49], [-0.17, -8.64, -0.27], [1.31, -9.13, -2.91], [1.41, -10.21, -1.53], [1.97, -8.56, -1.37], [-1.09, 6.17, 5.18], [-1.07, 4.65, 5.30], [-2.36, 4.01, 5.04], [-2.38, 2.59, 5.39], [-1.47, 1.65, 4.61], [-2.99, 4.33, 3.76], [-2.21, 4.01, 2.48], [-1.83, 6.61, 5.85], [-0.11, 6.57, 5.45], [-1.30, 6.49, 4.16], [-0.77, 4.41, 6.32], [-0.28, 4.25, 4.64], [-3.41, 2.22, 5.33], [-2.12, 2.51, 6.46], [-1.87, 1.43, 3.62], [-1.40, 0.69, 5.14], [-0.46, 2.03, 4.50], [-3.23, 5.40, 3.75], [-3.97, 3.85, 3.70], [-1.16, 4.28, 2.55], [-2.63, 4.58, 1.64], [-2.29, 2.96, 2.22], [-4.98, 12.48, 7.00], [-3.59, 11.92, 6.74], [-3.49, 10.47, 6.87], [-2.11, 9.99, 6.85], [-1.30, 10.18, 5.57], [-4.42, 9.69, 6.07], [-4.39, 9.87, 4.55], [-5.34, 12.20, 8.00], [-4.96, 13.57, 6.95], [-5.71, 12.13, 6.26], [-2.92, 12.39, 7.47], [-3.26, 12.26, 5.75], [-2.09, 8.92, 7.12], [-1.57, 10.48, 7.67], [-1.59, 9.47, 4.80], [-0.24, 10.01, 5.78], [-1.39, 11.19, 5.17], [-5.44, 9.90, 6.41], [-4.29, 8.62, 6.29], [-4.29, 10.92, 4.26], [-5.32, 9.49, 4.11], [-3.57, 9.31, 4.09]], "multiplicity": 1, "smiles": "[H]/N=C/C[SiH2]CC#C.CCN(CC)CC.CCN(CC)CC.CCN(CC)CC.CCN(CC)CC.CCN(CC)CC", "homo_ev": -8.03}